A cluster of 7 separate species, C24H66N4O11 in total in a non-equilibrium geometry, computed with ωB97M-V with the def2-TZVPD basis set.

Structure (XYZ):
```
105
Properties=species:S:1:pos:R:3:forces:R:3
C 8.4015 3.4642 3.5979 -0.5202 -0.0551 -1.0543
O 7.3689 3.9181 2.6168 2.2327 -1.4869 1.2950
C 7.3615 3.2917 1.2900 -1.2599 1.7919 1.3802
C 5.8691 3.5897 0.9311 1.0358 -0.1725 0.2331
N 5.4310 4.9991 0.9661 0.7170 0.3481 -1.1564
C 6.2251 5.9258 0.1482 -0.4714 1.3019 -0.9591
C 5.3994 7.1719 -0.4818 0.7106 -1.7223 1.2301
O 4.8716 7.9652 0.5900 -0.7332 0.7802 -0.7968
C 4.3793 9.2829 0.1267 2.2044 -1.5002 -0.3561
H 8.9482 4.2722 4.0839 -0.1898 0.5179 -0.5890
H 9.1286 2.8033 3.1262 0.0261 0.1061 -0.2359
H 8.0085 2.9023 4.4453 -0.7655 -0.1193 -0.2813
H 7.6010 2.2330 1.1903 -0.2699 -0.2837 0.7881
H 8.0985 3.7802 0.6526 -0.0917 0.4096 -0.1397
H 5.2616 3.0496 1.6574 0.0790 0.0160 0.0611
H 5.7416 3.0497 -0.0071 -0.6563 0.7017 -0.5671
H 5.3390 5.4066 1.8857 0.0459 -0.6469 0.2035
H 6.7186 5.3353 -0.6237 -0.5259 0.0851 -0.6404
H 7.1012 6.4302 0.5560 0.0318 -0.2096 1.1971
H 4.6661 6.6979 -1.1343 -0.6268 0.4552 0.0323
H 6.0673 7.7971 -1.0744 0.2402 -0.0843 -0.1650
H 4.2443 9.9379 0.9875 -0.8273 -0.4530 -0.0906
H 3.6440 9.1820 -0.6716 -0.7894 0.0261 0.7004
H 5.2106 9.7404 -0.4098 0.3785 0.1866 -0.0816
C -1.5377 5.2252 -5.5551 0.5587 -1.1756 -0.1445
O -0.9279 3.9989 -4.9930 -1.7226 2.7826 0.8055
C -0.4651 3.0487 -5.8523 -0.2713 -1.7124 -0.7674
C -0.1571 1.7566 -5.0764 0.6013 -0.6320 1.0152
N -0.2349 0.4932 -5.8333 -0.6869 0.4565 -0.3998
C -1.5774 0.2424 -6.4399 -0.9989 -0.7989 0.6543
C -2.1620 -1.2435 -6.4970 1.6355 0.4149 -2.2757
O -3.3480 -1.3175 -7.4007 1.1384 0.1401 2.6752
C -4.4999 -0.8010 -6.7239 -0.5314 -0.2532 -1.0554
H -0.9294 5.6278 -6.3651 0.4387 0.1278 0.2012
H -1.7051 5.9654 -4.7727 0.5230 -0.3114 0.1736
H -2.5148 5.0930 -6.0198 -0.1913 -0.7763 0.1109
H 0.3955 3.4063 -6.4177 0.4016 -0.0280 -0.0773
H -1.1823 2.6792 -6.5852 -0.5949 0.6618 -0.3397
H -0.7454 1.5774 -4.1765 -0.4178 0.7907 -0.0698
H 0.8704 1.8007 -4.7151 0.1198 0.0208 0.1249
H 0.4637 0.7136 -6.5286 -0.1203 -1.0537 -0.8451
H -1.6747 0.6989 -7.4249 -0.1416 -0.2243 -0.1188
H -2.3730 0.6285 -5.8025 0.4129 1.1588 0.1778
H -2.2367 -1.7090 -5.5142 -0.8645 0.3376 0.1456
H -1.3884 -1.8428 -6.9772 -0.2042 -0.2329 -0.3603
H -5.3916 -1.1119 -7.2682 0.1483 0.0303 -0.5645
H -4.4889 0.2885 -6.7566 -0.0178 0.0624 0.5080
H -4.7258 -1.2337 -5.7493 0.7871 0.2127 0.4273
C 0.9150 -3.7189 5.1852 -0.0955 -0.2377 -1.0636
O 1.4157 -3.7115 3.8369 -0.1967 0.8208 -0.0073
C 0.8680 -2.6730 2.9739 -0.0751 -1.3692 -0.5168
C 0.9085 -3.1281 1.5018 1.2366 -0.7287 -0.1215
N 2.2587 -3.1726 0.9444 1.4546 0.7483 -0.1899
C 3.1582 -4.1214 1.5653 -0.1907 -0.5372 1.0500
C 4.3751 -4.5770 0.8003 -1.2870 -0.2559 -2.0635
O 3.9059 -5.3519 -0.3762 -0.3068 0.7455 0.8923
C 4.8455 -6.1228 -1.0724 0.9299 -0.1077 0.8785
H 1.2104 -2.8346 5.7499 0.1888 -0.0450 0.0754
H 1.2546 -4.6525 5.6336 0.3706 0.2657 0.0893
H -0.1721 -3.7973 5.1941 -0.2701 0.2384 -0.1288
H 1.4266 -1.7374 2.9450 0.1153 0.1383 0.8328
H -0.1699 -2.5568 3.2859 -0.0971 0.4738 -0.1374
H 0.4279 -2.4106 0.8367 -0.7120 -0.1407 0.4030
H 0.5780 -4.1588 1.3733 -1.1640 -0.0062 0.3425
H 2.2199 -3.4044 -0.0379 -0.2412 0.0744 -0.1230
H 2.5984 -4.9994 1.8874 -0.1188 -0.5924 -0.1761
H 3.5114 -3.7568 2.5299 0.1396 0.4445 -0.0273
H 4.9795 -5.1781 1.4797 0.2939 -0.0099 -0.2665
H 4.8685 -3.7253 0.3321 0.6018 0.0918 0.5306
H 5.8733 -5.7777 -0.9605 0.1787 0.6571 -0.0296
H 4.6546 -6.1527 -2.1451 -0.4226 -0.1463 0.1841
H 4.9112 -7.1023 -0.5987 -0.3347 -0.5177 -0.4297
C -6.1050 -1.3036 0.9476 -0.3010 -0.0858 -0.1398
O -6.0480 -2.6190 0.3180 -0.1079 1.3451 1.9503
C -7.1763 -3.4925 0.7243 1.1474 1.3781 -2.5152
C -6.7547 -4.8945 0.3266 -0.2111 -0.9830 0.1808
N -6.8593 -5.8340 1.4188 0.0563 -0.0661 1.1024
C -5.7683 -5.6175 2.3639 -0.5370 -1.1105 1.0926
C -5.9228 -6.3616 3.7461 0.3332 0.1810 -1.0885
O -6.0516 -7.7833 3.5502 -0.2816 0.1222 0.8971
C -6.3954 -8.4951 4.7727 -0.5356 0.8655 -0.8033
H -5.3285 -0.5830 0.6907 0.6024 -0.8152 -0.8446
H -6.0186 -1.2941 2.0341 -0.2801 -0.7337 0.2587
H -7.0000 -0.7359 0.6931 -0.5119 -0.3843 -0.0907
H -7.9013 -3.2272 -0.0452 -0.7573 0.2370 0.5554
H -7.5809 -3.3070 1.7193 0.4274 -0.2374 0.1107
H -5.7349 -4.9324 -0.0565 0.2022 0.6443 -0.2731
H -7.4074 -5.2028 -0.4900 0.0153 -0.2669 0.0748
H -6.9165 -6.8015 1.1343 0.0970 0.0573 -0.1053
H -5.6676 -4.5407 2.4991 -0.1688 0.0470 0.4787
H -4.7760 -5.9198 2.0292 0.1619 -0.2677 -0.6535
H -6.7231 -5.9640 4.3703 -0.3371 -0.0618 -0.1541
H -4.9766 -6.1461 4.2425 0.1441 -0.0981 0.4164
H -7.3727 -8.1858 5.1433 -0.2376 0.4095 -0.0926
H -5.7072 -8.2940 5.5938 0.4279 -0.2459 -0.1908
H -6.5434 -9.5528 4.5547 0.6575 0.0722 -0.1680
O -1.0642 8.2850 3.3960 -0.1249 -0.1670 0.1626
H -1.3189 9.1668 3.1243 -0.1027 0.2233 -0.0470
H -0.2623 8.1050 2.9054 0.2226 -0.0726 -0.1176
O -0.2440 3.8543 1.1270 -0.2222 -0.0631 -0.0856
H -0.1964 4.3940 1.9161 -0.0186 0.1394 0.2027
H 0.6688 3.6622 0.9122 0.2470 -0.0664 -0.1091
O -5.1052 5.3433 4.2776 -0.2380 -0.0555 0.0846
H -4.5411 6.0836 4.5009 0.1424 0.2150 0.0678
H -4.5738 4.8050 3.6910 0.1147 -0.1510 -0.1627
```
Positions in Å, forces in eV/Å.

Its SMILES is COCCNCCOC.COCCNCCOC.COCCNCCOC.COCCNCCOC.O.O.O. Its LUMO energy is 0.011 hartree. The calculation puts the orbital gap at 8.699 eV. Its max |F| is 3.37 eV/A. Its charge is 0. As for the energy: -2000.3106 Eh.